[1]
This record from the Open Molecules 2025 dataset describes the molecule C7H6 at a distorted geometry. The level of theory is ωB97M-V/def2-TZVPD.

Computed properties:
Relative energy (zero: lowest compared OMol25 entry of this formula, charge and spin) ... 236.29 kJ/mol
HOMO-LUMO gap ... 9.5 eV
Structure (SMILES) ... C#CC(C#C)=CC
E_HOMO ... -8.909 eV
Max |F| ... 3.46 eV/Å

Cartesian coordinates (Å):
C -0.16100 -1.22677 -2.01153
C -0.24198 -0.39915 -0.86645
C -2.16545 1.39298 -0.53267
C -1.34420 0.55269 -0.84372
C -0.22576 -1.88223 -3.04415
C 0.57293 -0.43952 0.15268
C 0.56700 0.42750 1.37681
H -3.20019 1.76872 -0.54149
H -0.19742 -2.48757 -3.97492
H 1.37986 -1.06000 -0.21366
H 0.26987 1.39107 0.91702
H 1.42447 0.52379 1.98568
H -0.31145 0.25834 2.11770

[2]
This record from the Open Molecules 2025 dataset describes the molecule C3H8OSi at a distorted geometry. The level of theory is ωB97M-V/def2-TZVPD.

Computed properties:
Relative energy (zero: lowest compared OMol25 entry of this formula, charge and spin) ... 24.43 kJ/mol
HOMO-LUMO gap ... 9.8 eV
Structure (SMILES) ... C=CC[SiH2]O
E_HOMO ... -9.118 eV
Max |F| ... 2.62 eV/Å

Cartesian coordinates (Å):
C 2.15715 -0.00148 0.38083
C 1.15014 0.27619 -0.42771
C -0.15885 0.85032 -0.01099
O -2.56338 0.55934 0.16147
Si -1.38858 -0.51992 0.37214
H 3.05788 -0.48060 0.03875
H 2.12223 0.25217 1.43154
H 1.21314 -0.00212 -1.47429
H -0.56794 1.47785 -0.79862
H -3.49123 0.37360 0.29959
H -0.03066 1.47132 0.87590
H -1.48154 -1.62070 -0.58840
H -1.30123 -1.05908 1.72734

[3]
This record from the Open Molecules 2025 dataset describes the ion C4H8N3 with charge +1 at a distorted geometry. The level of theory is ωB97M-V/def2-TZVPD.

Computed properties:
Relative energy (zero: lowest compared OMol25 entry of this formula, charge and spin) ... 589.81 kJ/mol
HOMO-LUMO gap ... 10.4 eV
Total charge ... +1
Structure (SMILES) ... NN1C(=[NH2+])C12CC2
E_HOMO ... -14.139 eV
Max |F| ... 4.24 eV/Å

Cartesian coordinates (Å):
C 1.74066 0.06383 -0.86012
C 1.58001 -0.04488 0.69542
C -0.79573 -0.70815 -0.23218
C 0.47825 -0.07760 -0.20281
N -0.90707 0.58790 -0.16197
N -1.38423 -1.78063 0.17669
N -1.78425 1.62717 -0.26067
H 2.00851 1.04039 -1.09769
H 2.24996 -0.65369 -1.46096
H 2.07229 -0.96554 0.97581
H 1.48664 0.77077 1.36525
H -2.35218 -1.58005 0.50970
H -0.89640 -2.60506 0.48449
H -1.40738 2.42912 -0.67269
H -2.08909 1.89641 0.74173

[4]
This record from the Open Molecules 2025 dataset describes a cluster of 10 separate species, C32H65Br3O23S5 in total at a distorted geometry. The level of theory is ωB97M-V/def2-TZVPD.

Computed properties:
Relative energy (zero: lowest compared OMol25 entry of this formula, charge and spin) ... 385.65 kJ/mol
HOMO-LUMO gap ... 9.3 eV
Structure (SMILES) ... CCOS(C)(=O)=O.CCOS(C)(=O)=O.CCOS(C)(=O)=O.CCOS(C)(=O)=O.CCOS(C)(=O)=O.BrC(Br)Br.O=C1CCCO1.O=C1CCCO1.O=C1CCCO1.O=C1CCCO1
E_HOMO ... -9.888 eV
Max |F| ... 4.91 eV/Å

Cartesian coordinates (Å):
O 2.40315 -16.40118 -15.57863
C 1.27639 -16.42738 -15.00549
O 0.97061 -17.45826 -14.13561
C -0.36911 -17.29670 -13.60831
C -0.74911 -15.83420 -13.91340
C 0.12779 -15.43538 -15.12466
H -0.40779 -17.33295 -12.51960
H -1.01170 -18.03383 -14.08979
H -0.63120 -15.13818 -13.08289
H -1.80461 -15.85221 -14.18489
H 0.41743 -14.38493 -15.15207
H -0.30382 -15.84318 -16.03872
O -4.23288 -24.24219 -13.83301
C -3.84461 -25.25344 -14.40059
O -4.16669 -25.45909 -15.74962
C -3.25084 -26.28375 -16.40961
C -2.43294 -26.94455 -15.24386
C -2.92372 -26.32429 -13.92216
H -2.58681 -25.77633 -17.10940
H -3.88017 -26.96721 -16.97963
H -1.39481 -26.66579 -15.42464
H -2.51496 -28.03119 -15.21998
H -2.05068 -25.90281 -13.42390
H -3.55694 -26.92038 -13.26506
O -3.24609 -28.80911 -10.73887
C -2.69686 -27.79181 -10.70619
O -1.56241 -27.52459 -11.46097
C -0.86426 -26.35689 -10.98016
C -1.97272 -25.64650 -10.25590
C -3.03413 -26.61986 -9.76102
H -0.39690 -25.74908 -11.75492
H -0.05447 -26.53490 -10.27259
H -2.30763 -24.88577 -10.96104
H -1.66986 -25.01070 -9.42394
H -4.01644 -26.16063 -9.87178
H -2.80054 -27.03739 -8.78163
O -0.35586 -23.26446 -11.80824
C -1.01041 -22.29644 -12.25032
O -1.36760 -21.16479 -11.51966
C -2.09618 -20.23884 -12.30054
C -1.74953 -20.65465 -13.68877
C -1.53737 -22.08464 -13.63620
H -1.79096 -19.24499 -11.97312
H -3.18209 -20.33320 -12.29720
H -0.75370 -20.23607 -13.83445
H -2.44950 -20.40543 -14.48630
H -0.70179 -22.32586 -14.29327
H -2.48601 -22.60088 -13.78342
O 3.50134 -25.57289 -8.81013
S 3.44556 -24.22121 -9.36873
O 4.39872 -23.20304 -9.05648
O 3.55969 -24.44099 -11.08419
C 3.38894 -25.76268 -11.59756
C 2.69922 -25.59161 -12.93977
C 1.71536 -23.53127 -9.36973
H 2.83855 -26.49107 -11.00205
H 4.38216 -26.14502 -11.83301
H 1.64937 -25.35235 -12.77049
H 2.43532 -26.47462 -13.52181
H 3.17159 -24.80618 -13.52974
H 1.72080 -23.01372 -8.41046
H 1.04656 -24.39148 -9.39844
H 1.52601 -22.82377 -10.17701
O -5.25062 -19.02376 -13.73925
S -5.67324 -18.88952 -15.16636
O -5.35573 -19.97128 -16.15041
O -7.26479 -18.72534 -15.35575
C -7.99295 -19.96523 -15.34019
C -9.48982 -19.54273 -15.66411
C -5.03482 -17.24197 -15.86459
H -8.02373 -20.54515 -14.41778
H -7.57737 -20.68299 -16.04744
H -9.47586 -19.51365 -16.75364
H -9.84002 -18.67340 -15.10758
H -10.17933 -20.26965 -15.23486
H -5.19624 -17.08095 -16.93047
H -3.95119 -17.28326 -15.75444
H -5.33532 -16.38257 -15.26524
O -2.90048 -22.76660 -9.26450
S -4.31670 -22.97772 -9.07707
O -5.06948 -24.12591 -9.57610
O -4.77180 -22.72098 -7.45860
C -6.12419 -22.94560 -7.08605
C -6.72887 -21.67593 -6.46903
C -5.16616 -21.43548 -9.64763
H -6.12392 -23.81711 -6.43141
H -6.65043 -23.25586 -7.98879
H -6.69831 -20.76773 -7.07096
H -6.58287 -21.38805 -5.42792
H -7.78678 -21.82486 -6.68524
H -4.87896 -21.17525 -10.66641
H -4.93796 -20.62679 -8.95334
H -6.23525 -21.64237 -9.69619
O -3.91596 -15.53975 -12.52005
S -3.49259 -15.76976 -11.15539
O -2.14488 -15.66193 -10.85517
O -4.38104 -14.91695 -9.92887
C -3.84608 -13.62665 -9.41664
C -4.23921 -12.55673 -10.45068
C -3.87615 -17.50500 -10.73823
H -2.77346 -13.73615 -9.25667
H -4.28868 -13.45087 -8.43618
H -3.88708 -11.54578 -10.24548
H -5.26911 -12.65262 -10.79450
H -3.71417 -12.72378 -11.39117
H -3.11278 -17.99157 -10.13107
H -4.21756 -18.13110 -11.56257
H -4.65304 -17.44246 -9.97623
O -1.78943 -15.25890 -7.43447
S -1.01156 -16.35084 -6.87358
O -1.62001 -17.43757 -6.12935
O 0.02628 -17.02680 -7.97178
C 0.22657 -18.42475 -8.01865
C -0.16345 -19.00674 -9.29885
C 0.39111 -15.54006 -5.73958
H -0.20682 -18.90324 -7.14040
H 1.30833 -18.54218 -7.95454
H -1.24299 -19.15428 -9.32924
H 0.34471 -19.97091 -9.31461
H 0.36315 -18.60705 -10.16547
H 0.00584 -14.85262 -4.98652
H 1.20499 -15.23532 -6.39748
H 0.78733 -16.35903 -5.13925
C 0.79203 -22.43066 -17.22771
Br 1.71859 -21.01158 -16.23442
Br -0.99390 -21.92392 -17.79094
Br 0.68118 -24.18551 -16.17405
H 1.27182 -22.73285 -18.15862

[5]
This record from the Open Molecules 2025 dataset describes the molecule C12H15NO5. The level of theory is ωB97M-V/def2-TZVPD.

Computed properties:
Relative energy (zero: lowest compared OMol25 entry of this formula, charge and spin) ... 0.00 kJ/mol
HOMO-LUMO gap ... 8.6 eV
Structure (SMILES) ... CCOC(=O)c1cc(NC(=O)COC)ccc1O
E_HOMO ... -8.171 eV
Max |F| ... 0.66 eV/Å

Cartesian coordinates (Å):
C 1.14887 1.45520 -4.01448
C 2.26561 0.74073 -3.27831
H 3.14544 1.38370 -3.16020
H 2.57876 -0.16730 -3.80657
O 1.78290 0.37759 -1.98460
C 2.63864 -0.23147 -1.17571
O 3.78978 -0.48310 -1.50305
C 2.07427 -0.56977 0.14077
C 0.74820 -0.25623 0.44413
C 0.21952 -0.57170 1.68308
C 1.03136 -1.20737 2.62849
C 2.33805 -1.52114 2.34018
C 2.88900 -1.21169 1.09287
O 4.16418 -1.53855 0.86117
H 4.39477 -1.25375 -0.05337
H 2.96657 -2.01109 3.06633
H 0.62597 -1.45517 3.59966
N -1.10432 -0.28350 2.04598
C -2.08219 0.31345 1.30521
O -1.95334 0.69528 0.16721
C -3.39111 0.43101 2.10340
O -4.41060 1.12474 1.44625
C -4.97096 0.43861 0.34730
H -5.37360 -0.53375 0.66004
H -4.23942 0.28921 -0.44949
H -5.78102 1.06738 -0.01531
H -3.72263 -0.58726 2.37522
H -3.19571 0.99621 3.02039
H -1.34342 -0.55478 2.98984
H 0.14135 0.23540 -0.29675
H 0.28617 0.80163 -4.10878
H 1.48940 1.74340 -5.00468
H 0.84953 2.34409 -3.46621

Calculated total energy, -270.14611; -483.83332; -321.06666; -12701.53800; -897.25350 Ha (same order as the records).